No. 1
2 unconnected molecules or ions with the total composition C6H9Cl in a non-equilibrium geometry. Source: OMol25; level of theory: ωB97M-V with the def2-TZVPD basis set.

Results
LUMO level (spin up / spin down) in eV: 0.57 / -0.10
HOMO (spin up / spin down) in eV: -8.62 / -7.83
Gap between HOMO and LUMO (spin up / spin down) in eV: 9.19 / 7.73

Structure (ORCA input):
```
! RIJCOSX wB97M-V def2-TZVPD def2/J DEFGRID3
* xyz 0 1
C 0.17752 3.26553 1.14763
C -0.57394 2.18797 1.22536
C -0.28101 -0.46350 -1.67319
C 0.27520 0.05106 -0.47136
C -0.39715 -1.26099 -0.31783
C 0.50007 -2.47792 -0.07325
Cl -1.84473 1.74538 2.17695
H 0.14649 4.03262 1.81843
H 0.96636 3.31046 0.37143
H -1.24352 -0.33819 -1.98508
H 0.45203 -0.79229 -2.41354
H 1.14375 0.43602 -0.08424
H -1.37309 -1.37011 0.19390
H 1.54490 -2.16614 0.03118
H 0.41647 -3.25787 -0.88028
H 0.09065 -2.90203 0.93388
*
```

***

No. 2
5 unconnected molecules or ions with the total composition C24H25F9N2O10 in a non-equilibrium geometry. Source: OMol25; level of theory: ωB97M-V with the def2-TZVPD basis set.

Results
LUMO level in eV: -0.58
SMILES: O=[N+]([O-])c1ccccc1.O=[N+]([O-])c1ccccc1.CCOC(=O)C(F)(F)F.CCOC(=O)C(F)(F)F.CCOC(=O)C(F)(F)F
HOMO in eV: -9.97
Gap between HOMO and LUMO in eV: 9.39

Structure (ORCA input):
```
! RIJCOSX wB97M-V def2-TZVPD def2/J DEFGRID3
* xyz 0 1
O -5.89238 -0.19409 17.44762
N -5.32293 0.04688 18.48765
O -4.15573 0.36021 18.55676
C -6.02198 -0.22582 19.74997
C -7.30436 -0.71366 19.60446
C -8.08112 -0.93889 20.72222
C -7.55350 -0.56624 21.93278
C -6.27550 -0.10400 22.11914
C -5.44457 -0.01326 20.99634
H -7.79409 -0.74194 18.70533
H -9.05607 -1.34712 20.64275
H -8.20737 -0.50243 22.81005
H -5.96422 0.28237 23.09544
H -4.46955 0.42163 20.93408
O -8.11279 7.95460 15.23349
N -8.78111 6.91431 15.02588
O -9.94037 6.94055 14.71747
C -8.09409 5.65235 15.07669
C -8.76207 4.47889 14.81668
C -8.09024 3.27486 14.93072
C -6.72827 3.25280 15.19322
C -6.04801 4.42070 15.37264
C -6.71257 5.67725 15.32291
H -9.85503 4.48928 14.68179
H -8.63969 2.34047 14.77938
H -6.26880 2.33450 15.41688
H -5.03505 4.38099 15.71297
H -6.26032 6.58696 15.36363
C -11.94286 6.53665 22.84569
C -12.19717 6.14491 21.42951
O -11.57322 7.07951 20.54095
C -11.04981 6.72165 19.40304
O -10.87304 5.60135 18.90807
C -10.59643 7.93905 18.55156
F -11.67555 8.30618 17.86285
F -10.23255 8.98690 19.35801
F -9.57224 7.73505 17.71052
H -12.24680 7.56225 23.02917
H -10.89663 6.47997 23.17303
H -12.47288 5.85309 23.50720
H -13.27496 6.20192 21.25386
H -11.81131 5.18043 21.17233
C -7.45750 10.52226 18.39463
C -6.29606 9.64840 18.26743
O -5.50665 10.28702 17.19362
C -4.84197 9.51355 16.33985
O -4.64199 8.35075 16.23275
C -4.13677 10.51704 15.33093
F -5.05185 11.22750 14.62684
F -3.31095 11.32167 16.00039
F -3.37162 9.92751 14.46732
H -7.18258 11.60132 18.55858
H -8.28330 10.19309 19.04798
H -7.86158 10.67568 17.38095
H -6.43992 8.61875 17.93136
H -5.66641 9.63264 19.20291
C -7.86215 4.65113 18.84805
C -8.53463 3.64604 19.69628
O -8.47900 4.00416 21.09974
C -7.33515 3.63641 21.76326
O -6.36867 3.15877 21.33549
C -7.49252 4.04911 23.19818
F -6.32055 4.07186 23.85938
F -8.02380 5.21515 23.41769
F -8.26873 3.16393 23.92031
H -8.03930 4.33859 17.80565
H -6.77350 4.68874 18.95812
H -8.38356 5.61732 19.06216
H -8.07664 2.66923 19.56092
H -9.56090 3.55633 19.46181
*
```

***

No. 3
2 unconnected molecules or ions with the total composition C4H8N6 in a non-equilibrium geometry. Source: OMol25; level of theory: ωB97M-V with the def2-TZVPD basis set.

Results
LUMO level (spin up / spin down) in eV: 0.55 / 0.55
HOMO (spin up / spin down) in eV: -7.39 / -7.39
Gap between HOMO and LUMO (spin up / spin down) in eV: 7.94 / 7.94

Structure (ORCA input):
```
! RIJCOSX wB97M-V def2-TZVPD def2/J DEFGRID3
* xyz 0 1
C -0.85752 -1.68707 1.63380
C -0.65998 -0.09071 -1.08260
C 0.47297 -1.15292 1.43615
C 0.43139 0.24628 0.84055
N -1.88434 -2.19100 1.82094
N -0.38436 1.86876 -2.16853
N -1.44055 1.95095 -1.56411
N 0.21707 0.59792 -1.96902
N -1.78326 0.81140 -1.06972
N 1.68100 0.60507 0.30584
H -0.73182 -1.16879 -1.21644
H 1.12116 -1.90071 0.76616
H 0.96712 -0.93763 2.41177
H -0.12441 1.07808 1.33304
H 1.24707 0.58290 -1.68568
H -2.71676 0.82708 -0.54146
H 2.40628 0.77328 0.94774
H 2.03894 -0.21290 -0.19844
*
```

***

No. 4
A molecular structure, C21H42AsO3PPbSeSiTe. Source: OMol25; level of theory: ωB97M-V with the def2-TZVPD basis set.

Results
LUMO level in eV: -1.92
HOMO in eV: -6.74
Gap between HOMO and LUMO in eV: 4.82

Structure (ORCA input):
```
! RIJCOSX wB97M-V def2-TZVPD def2/J DEFGRID3
* xyz 0 1
Pb -0.33729 1.00465 -0.22560
C -0.69506 4.61446 -1.41573
Si -1.36195 4.67399 0.33226
C -0.92687 6.31407 1.11367
C -3.22246 4.46805 0.26675
Se -0.43666 3.06800 1.62556
H -1.03152 5.49154 -1.97347
H -1.04737 3.73104 -1.94999
H 0.39477 4.60763 -1.42503
H -1.53391 7.11630 0.69038
H 0.12342 6.55351 0.94458
H -1.09490 6.28998 2.18998
H -3.70516 5.38477 -0.07702
H -3.62260 4.21986 1.24847
H -3.49683 3.66631 -0.42189
C -2.41007 -1.90563 -0.26696
C -1.67903 -1.92364 1.08178
C -0.31908 -2.70995 0.89297
C -2.52106 -2.56608 2.18545
C -1.05813 -0.66954 1.41686
H -2.76810 -2.90877 -0.50259
H -1.73823 -1.58827 -1.06420
H -3.27135 -1.23816 -0.22853
H -0.64477 -3.67006 0.49184
H 0.19282 -2.86943 1.83964
H 0.33914 -2.24188 0.16092
H -2.78353 -3.58761 1.90877
H -3.44624 -2.01060 2.33372
H -1.97818 -2.59338 3.13034
H -0.87158 -0.54437 2.48918
C 3.17809 2.74436 -2.61691
C 2.80470 1.47294 -3.34252
O 1.90252 0.74575 -2.50532
P 1.34774 -0.73354 -2.94697
O 0.42989 -1.07466 -1.80040
Te 3.07768 -2.18394 -3.56059
O 0.48399 -0.40634 -4.26560
C -0.80497 0.20774 -4.17275
C -0.70995 1.71322 -4.31139
H 3.87070 3.33316 -3.21776
H 3.66176 2.51780 -1.66543
H 2.29711 3.35194 -2.41382
H 3.67742 0.84386 -3.54740
H 2.31492 1.68633 -4.29685
H -1.27788 -0.07876 -3.23003
H -1.39171 -0.21963 -4.98782
H -0.07901 2.13567 -3.52928
H -1.70127 2.16224 -4.23278
H -0.28745 1.98618 -5.27847
C 2.25578 -0.88829 2.56640
As 2.21997 0.30159 1.02262
C 2.92039 1.89568 1.87623
C 3.72024 -0.40623 -0.01362
C 5.01489 -0.37235 0.73276
C 5.81990 0.76445 0.70722
C 7.00835 0.80861 1.41763
C 7.41477 -0.28772 2.16528
C 6.63036 -1.43100 2.18491
C 5.44099 -1.47126 1.47247
H 3.20631 -0.75424 3.08168
H 2.16524 -1.92459 2.24586
H 1.44393 -0.64208 3.24798
H 3.86930 1.66231 2.35817
H 2.18895 2.23384 2.60790
H 3.04834 2.69297 1.14585
H 3.76147 0.15795 -0.93904
H 3.43099 -1.42252 -0.28636
H 5.51495 1.61859 0.11357
H 7.62229 1.69919 1.38289
H 8.34190 -0.25396 2.72036
H 6.95018 -2.29871 2.74571
H 4.84175 -2.37411 1.47421
*
```

***

What did we get for M? Answer: 116.59; 672.45; 140.15; 890.31 Da, in the order shown.
What did we get for ΔE to the lowest compared entry with this formula, charge and spin? Answer: 5.568; 0.497; 5.804; 0.664 eV, in the order shown.